# 1
47
Properties=species:S:1:pos:R:3:forces:R:3 method="wB97M-V/def2-TZVPD" e_tot_ev=-41800.49646 de_lowest_kj_mol=0.0 homo_lumo_gap_ev=5.583 spin_multiplicity=1 charge=+1
F -5.1930 3.8779 2.0598 0.13 -1.14 -0.74
C -5.2602 2.7269 1.3224 -1.85 0.80 0.25
F -6.0944 1.8737 1.9884 0.90 0.73 -0.64
F -5.8839 3.0502 0.1419 0.82 -0.39 1.12
C -3.9034 2.1257 1.0911 0.30 -0.29 0.05
C -3.7468 0.7408 1.1380 0.01 -0.03 -0.08
C -2.4919 0.1935 0.9529 0.56 -0.02 0.14
C -1.3419 1.0139 0.7708 -1.12 0.41 -0.59
C -0.0715 0.3808 0.7993 -0.25 -0.06 1.52
C 1.1863 1.0282 0.9576 1.35 0.52 0.05
C 1.3863 2.3656 1.4246 -0.28 -0.27 -0.40
C 2.6593 2.9077 1.5132 -0.10 -0.15 -0.02
C 3.7691 2.1193 1.2208 -0.27 -0.10 -0.07
C 5.1500 2.7067 1.2702 1.83 0.67 0.07
F 6.0415 1.8479 1.8567 -0.94 0.72 -0.56
F 5.6299 2.9706 0.0100 -0.64 -0.34 1.20
F 5.2086 3.8784 1.9668 -0.24 -1.10 -0.64
C 3.6229 0.7796 0.8589 0.02 0.10 -0.06
C 2.3567 0.2516 0.7173 -0.49 -0.12 0.06
C -1.5682 2.4144 0.5915 0.22 -0.29 0.06
C -2.8251 2.9598 0.7988 0.22 0.02 -0.13
H -4.5994 0.0947 1.3190 0.09 0.15 -0.02
H -2.3560 -0.8882 0.9608 -0.03 0.25 0.08
H -0.0743 -0.7057 0.9128 -0.08 0.83 0.08
H 0.5442 2.9807 1.7394 0.31 -0.29 -0.03
H 2.7898 3.9435 1.8111 -0.01 -0.21 0.06
H 4.5006 0.1648 0.6800 -0.15 0.12 0.00
H 2.2253 -0.7793 0.3867 0.03 0.27 0.03
H -0.7499 3.0672 0.2857 -0.36 -0.23 0.09
H -2.9740 4.0350 0.7280 0.02 -0.23 -0.04
C -0.4020 -0.9725 -2.1846 -0.31 0.37 0.02
C -0.2344 -2.1348 -3.1780 0.14 -0.08 -0.51
N 0.0105 -3.2298 -2.2790 -0.21 -0.01 0.39
C 0.3994 -4.6014 -2.4558 0.12 -0.04 -0.63
C 0.5986 -5.0720 -1.0088 -0.07 -0.58 0.15
N 0.4503 -3.8601 -0.2220 -0.11 1.44 0.70
C 0.1165 -2.7925 -0.9992 -0.06 0.70 -1.04
N -0.0849 -1.4940 -0.8500 0.32 -1.75 0.25
H 0.2632 -0.1316 -2.4244 -0.20 -0.15 0.01
H -1.4416 -0.6084 -2.2203 0.30 0.04 0.11
H -1.1439 -2.3066 -3.7643 0.25 0.07 -0.08
H 0.6179 -1.9598 -3.8465 -0.16 -0.15 -0.06
H -0.3848 -5.1674 -2.9721 0.23 0.00 0.07
H 1.3347 -4.6869 -3.0271 -0.20 0.02 -0.01
H -0.1680 -5.8098 -0.7531 0.19 0.05 0.15
H 1.5907 -5.5085 -0.8719 -0.18 -0.04 0.06
H 0.5411 -3.7898 0.7821 -0.01 -0.23 -0.37

=====

# 2
70
Properties=species:S:1:pos:R:3:forces:R:3 method="wB97M-V/def2-TZVPD" e_tot_ev=-55401.16107 de_lowest_kj_mol=5.5 homo_lumo_gap_ev=8.099 spin_multiplicity=1 charge=+3
Y -0.2217 -0.0538 -0.2564 -0.51 -0.21 -0.31
N -0.5495 2.7827 1.9418 -0.04 -0.03 0.02
C -0.5316 1.6306 2.6433 0.19 0.16 0.00
N -0.7906 1.7131 3.9263 -0.04 -0.20 -0.16
C -0.8079 0.5515 4.5906 -0.11 -0.04 0.34
N -1.0904 0.5655 5.8752 0.02 0.01 -0.08
N -0.5423 -0.6697 4.0290 0.00 0.22 -0.08
C -0.2793 -0.6488 2.7654 0.05 -0.25 -0.14
N -0.2666 0.4655 1.9626 0.08 0.01 0.85
C 0.0422 -1.9833 2.1369 0.00 0.29 0.07
C 0.0533 -3.1263 2.9063 0.07 -0.12 0.03
C 0.4153 -4.3275 2.3079 -0.01 -0.07 0.08
C 0.7577 -4.3499 0.9649 0.01 -0.02 0.01
C 0.7026 -3.1690 0.2535 0.01 0.09 0.00
N 0.3442 -2.0062 0.8206 0.08 -0.10 0.30
H -0.6657 3.6246 2.4874 -0.01 0.00 0.02
H -0.0472 2.8903 1.0783 0.06 -0.02 -0.04
H -1.2849 1.4397 6.3384 0.00 0.01 0.01
H -1.1010 -0.2925 6.4022 0.01 -0.02 0.02
H -0.1967 -3.0620 3.9545 0.00 -0.02 -0.01
H 0.4407 -5.2376 2.8933 0.00 0.01 0.00
H 1.0693 -5.2614 0.4736 -0.02 0.01 0.03
H 0.9657 -3.1357 -0.7967 -0.01 0.02 -0.03
C -2.2267 -2.9334 -2.1912 -0.16 0.05 -0.02
N -3.3381 -1.9780 -2.1148 -0.19 -0.14 -0.08
C -4.5731 -2.2554 -2.8796 0.26 0.07 0.05
C -3.2642 -0.9436 -1.3423 0.13 0.11 0.17
O -2.2414 -0.6665 -0.6245 -0.04 0.00 -0.34
H -2.5156 -3.7393 -2.8581 0.01 -0.02 0.01
H -2.0233 -3.3383 -1.2016 0.03 -0.02 0.02
H -1.3423 -2.4395 -2.5925 0.03 0.02 0.00
H -4.2959 -2.5157 -3.8977 0.00 0.01 -0.02
H -5.1903 -1.3618 -2.8952 -0.07 -0.03 0.02
H -5.1139 -3.0792 -2.4202 0.00 -0.03 0.01
H -4.1312 -0.2868 -1.3063 -0.02 0.03 0.02
O 0.7335 -0.2933 -2.1075 0.21 0.16 -0.55
P 0.6893 0.6335 -3.3697 0.01 -0.21 0.33
C 2.2498 0.7242 -4.1521 0.31 -0.02 -0.11
C 2.3273 0.9522 -5.5299 0.05 -0.01 0.02
C 3.5709 1.1036 -6.1223 -0.01 0.00 0.00
C 4.7217 1.0226 -5.3493 0.06 0.01 -0.01
C 4.6477 0.7949 -3.9782 -0.04 0.01 -0.04
C 3.4125 0.6497 -3.3742 0.01 0.00 -0.05
C -0.5673 0.0746 -4.4788 -0.24 -0.13 -0.20
C -1.6681 0.8705 -4.8049 -0.02 -0.03 -0.03
C -2.6386 0.3853 -5.6726 0.06 -0.01 0.02
C -2.5072 -0.8862 -6.2128 -0.01 -0.06 -0.03
C -1.4073 -1.6828 -5.8988 -0.01 0.06 0.01
C -0.4350 -1.2049 -5.0373 -0.01 0.02 0.00
C 0.2133 2.2336 -2.7196 -0.10 0.26 0.11
C -0.8553 2.3430 -1.8053 0.16 0.05 -0.11
C -1.2673 3.5840 -1.3391 0.12 -0.01 0.08
C -0.5894 4.7280 -1.7524 -0.03 0.04 0.03
C 0.4774 4.6280 -2.6313 0.04 -0.01 -0.01
C 0.8776 3.3861 -3.1198 -0.01 0.06 0.05
H 1.4315 1.0066 -6.1371 0.00 -0.01 0.02
H 3.6427 1.2784 -7.1871 0.00 -0.01 0.01
H 5.6900 1.1346 -5.8196 -0.01 0.00 0.00
H 5.5517 0.7293 -3.3878 -0.01 0.00 -0.02
H 3.3582 0.4659 -2.3082 -0.04 -0.01 0.00
H -1.7617 1.8746 -4.4122 0.01 0.01 0.01
H -3.4796 1.0095 -5.9455 0.01 -0.01 0.01
H -3.2539 -1.2545 -6.9055 0.02 0.01 0.01
H -1.2967 -2.6607 -6.3501 -0.01 0.02 0.01
H 0.4349 -1.8149 -4.8179 0.01 0.02 0.01
H -1.4780 1.4835 -1.5559 -0.28 0.05 -0.30
H -2.1149 3.6619 -0.6698 0.00 0.01 -0.02
H -0.9059 5.7002 -1.3971 0.00 -0.02 -0.01
H 1.0013 5.5203 -2.9490 -0.02 -0.01 0.00
H 1.7054 3.3213 -3.8156 -0.02 0.00 0.01

=====

# 3
21
Properties=species:S:1:pos:R:3:forces:R:3 method="wB97M-V/def2-TZVPD" e_tot_ev=-51169.15642 de_lowest_kj_mol=0.0 homo_lumo_gap_ev="8.668 / 7.540" spin_multiplicity=6 charge=+1 s2=8.769
O -0.2646 1.9236 1.8293 0.85 -1.05 -0.28
Co 0.2795 1.3100 0.2200 1.78 0.74 0.51
O 2.0218 1.7344 -0.5216 -2.76 -0.40 0.74
C 2.9094 0.6726 -0.5447 1.15 -1.11 0.28
C 2.2116 -0.6508 -0.6092 0.66 -0.30 -0.75
O 0.9614 -0.6485 -0.0399 -0.23 0.85 0.86
C -0.0186 -1.5790 -0.4881 -0.36 -0.51 -0.59
C -1.3364 -1.0922 0.0608 -0.12 -0.66 0.40
O -1.4606 0.2938 -0.2392 0.71 0.20 -0.60
C -2.7432 0.8268 0.0672 -0.97 0.41 0.28
H 3.5741 0.6826 0.3554 -0.33 0.21 -0.32
H 3.6069 0.7141 -1.4080 -0.40 0.24 0.23
H 0.1548 1.5717 2.6535 -0.43 0.59 -0.85
H 2.6641 -1.6258 -0.8112 -0.15 0.45 0.14
H 0.2030 -2.5894 -0.1189 0.01 0.28 -0.03
H -0.0156 -1.5845 -1.5861 -0.01 0.01 0.21
H -1.3706 -1.2184 1.1550 -0.07 0.00 -0.25
H -2.1633 -1.6518 -0.3990 0.19 0.17 0.13
H -2.7370 1.8914 -0.1854 0.03 -0.28 0.04
H -3.5096 0.3106 -0.5276 0.28 0.14 0.11
H -2.9670 0.7087 1.1373 0.15 0.03 -0.27

=====

# 4
50
Properties=species:S:1:pos:R:3:forces:R:3 method="wB97M-V/def2-TZVPD" e_tot_ev=-42314.93123 smiles="CCOc1ccc(CNC(=O)CCSCc2ccccc2F)cc1OC" de_lowest_kj_mol=0.0 homo_lumo_gap_ev=8.719 spin_multiplicity=1 charge=0
C 2.9194 -0.6099 4.3580 0.00 0.05 -0.44
C 3.2564 -0.8457 2.8902 0.34 -0.35 0.48
O 2.6187 0.0817 2.0289 -0.30 0.02 -0.33
C 1.2574 0.1816 1.9939 -0.08 0.14 0.00
C 0.7684 1.4524 1.7084 0.10 -0.27 0.06
C -0.5842 1.7011 1.5765 -0.11 -0.10 0.09
C -1.4923 0.6707 1.7573 0.00 0.09 0.06
C -2.9664 0.8872 1.5386 0.01 0.09 -0.04
N -3.3238 0.5369 0.1755 -0.17 -0.26 0.41
C -3.4949 1.4722 -0.7841 -0.33 -0.48 -0.44
O -3.5421 2.6630 -0.5621 0.11 0.51 0.03
C -3.6545 0.8858 -2.1829 0.12 0.22 0.05
C -2.3072 0.4810 -2.7753 0.13 -0.43 0.04
S -1.6040 -1.0176 -1.9878 0.13 -0.04 -0.12
C -0.0122 -0.3657 -1.3598 -0.54 -0.08 -0.03
C 0.8939 0.0320 -2.4765 0.10 0.32 0.03
C 1.3473 -0.8991 -3.4046 0.11 0.16 -0.02
C 2.1703 -0.5222 -4.4489 0.01 -0.16 -0.04
C 2.5582 0.8009 -4.5880 -0.02 0.06 0.04
C 2.1204 1.7479 -3.6803 -0.05 0.09 0.09
C 1.2957 1.3518 -2.6434 0.06 -0.29 -0.11
F 0.8710 2.2888 -1.7665 -0.01 -0.05 -0.03
C -1.0188 -0.6053 2.0376 0.04 0.01 0.06
C 0.3383 -0.8763 2.1436 0.17 -0.10 0.01
O 0.8342 -2.1376 2.3671 0.19 0.54 -0.12
C -0.0701 -3.1986 2.5462 -0.15 -0.19 0.03
H 3.5146 -1.2717 4.9811 0.05 -0.08 0.09
H 3.1321 0.4215 4.6302 0.03 0.08 0.07
H 1.8663 -0.8077 4.5431 -0.09 -0.04 0.08
H 4.3212 -0.6675 2.7143 -0.13 -0.06 0.03
H 3.0168 -1.8745 2.6058 0.13 0.21 0.01
H 1.4896 2.2428 1.5752 0.13 0.08 0.00
H -0.9324 2.6922 1.3313 -0.06 0.14 -0.03
H -3.2264 1.9394 1.6680 -0.02 -0.15 0.08
H -3.5590 0.2741 2.2245 0.05 0.12 0.00
H -3.1311 -0.4126 -0.1145 0.01 0.17 -0.10
H -4.3234 0.0238 -2.1575 -0.04 0.02 -0.03
H -4.0933 1.6579 -2.8176 -0.04 -0.04 0.11
H -2.4159 0.2511 -3.8358 0.04 0.15 0.05
H -1.5780 1.2798 -2.6556 0.02 0.09 -0.10
H -0.2283 0.4675 -0.6930 0.12 -0.11 0.06
H 0.4126 -1.1878 -0.7840 0.01 0.04 0.07
H 1.0343 -1.9274 -3.2987 -0.04 -0.10 -0.01
H 2.5100 -1.2619 -5.1575 0.04 -0.07 -0.07
H 3.1999 1.0972 -5.4033 0.06 0.04 -0.07
H 2.4035 2.7853 -3.7623 0.02 0.11 0.00
H -1.7362 -1.4024 2.1566 -0.05 -0.14 0.04
H 0.5467 -4.0785 2.7246 -0.09 0.03 -0.01
H -0.7214 -3.0345 3.4108 0.01 0.00 -0.05
H -0.6815 -3.3633 1.6527 0.00 0.02 0.05

=====

# 5
14
Properties=species:S:1:pos:R:3:forces:R:3 method="wB97M-V/def2-TZVPD" e_tot_ev=-16146.24691 smiles="CC(C)=S.C#C" de_lowest_kj_mol=327.1 homo_lumo_gap_ev="8.545 / 8.544" spin_multiplicity=1 charge=0
C -0.1255 -0.8113 -1.6562 -2.62 -1.03 0.50
C -0.8729 -0.0912 -0.5231 0.53 -0.40 0.57
C -0.4993 1.3869 -0.3259 -1.93 1.81 -2.13
S -1.7000 -1.0459 0.5281 0.02 1.31 -0.61
H -0.5612 -1.9037 -1.5644 1.40 2.08 -0.73
H 0.9450 -0.7420 -1.4952 0.18 -0.05 -0.18
H -0.4493 -0.3092 -2.5977 0.57 -0.57 0.36
H -0.2275 1.9222 -1.3133 0.15 -1.39 1.17
H 0.3605 1.3852 0.3219 0.23 0.30 0.41
H -1.3202 2.1641 -0.0336 1.20 -2.04 0.42
C 0.9821 -0.0434 2.5183 0.79 0.63 -0.06
C 1.2137 -1.0230 1.8483 -0.66 3.28 2.39
H 0.9539 0.9426 3.0353 -0.17 -1.62 -0.61
H 1.3007 -1.8313 1.2574 0.31 -2.32 -1.51

=====

# 6
22
Properties=species:S:1:pos:R:3:forces:R:3 method="wB97M-V/def2-TZVPD" e_tot_ev=-10421.25560 smiles="[NH3+]/C=C/C[C@H]([NH3+])CO" de_lowest_kj_mol=170.3 homo_lumo_gap_ev=11.062 spin_multiplicity=1 charge=+2
N 0.0302 2.8417 2.5642 0.35 -3.15 0.81
C -0.0855 2.2483 1.2452 1.15 -2.58 -1.35
C 0.0818 0.9221 0.9889 -0.83 1.20 3.26
C 0.0223 0.3974 -0.3539 3.59 -2.39 -3.08
C 0.3556 -1.1583 -0.5077 -0.93 0.27 1.68
N 1.1270 -1.4794 -1.8052 0.03 -1.85 0.79
C -0.9637 -1.9823 -0.6088 -0.64 0.78 0.76
O -0.9876 -2.3885 -1.9528 -4.29 0.46 -1.66
H -0.6178 3.5628 2.6516 -2.48 1.29 0.63
H 0.8669 3.4082 2.6368 1.19 -0.58 0.56
H -0.1308 2.0306 3.2993 0.74 2.51 -1.22
H -0.0539 2.9353 0.4190 -0.41 0.45 0.00
H 0.2176 0.1371 1.8201 -0.24 1.49 -1.02
H -0.7803 0.6291 -1.0093 -1.15 0.43 -0.06
H 0.9204 0.7406 -0.9308 -0.54 0.78 0.57
H 0.9527 -1.4707 0.4182 -0.38 0.24 -1.69
H 0.8338 -2.5036 -2.0374 0.38 2.07 -0.01
H 2.1252 -1.5555 -1.5702 -0.10 0.74 -0.64
H 0.8686 -0.9025 -2.6496 0.59 -0.63 1.17
H -1.8089 -1.2742 -0.2998 0.92 -1.15 -0.62
H -1.0283 -2.8808 0.0167 0.32 0.34 0.17
H -1.9451 -2.2575 -2.3345 2.72 -0.73 0.93